Entry 1:
{"formula": "C3H10N4O", "method": "ωB97M-V/def2-TZVPD", "species": ["C", "N", "N", "N", "H", "H", "H", "H", "H", "C", "N", "C", "O", "H", "H", "H", "H", "H"], "coordinates": [[1.20562, -1.65592, 0.35225], [1.00685, 1.57334, -1.01071], [0.59363, 0.24456, -0.87120], [0.70074, -0.28016, 0.39509], [1.40781, 1.61796, -1.94973], [1.77014, 1.77134, -0.36892], [0.61858, -2.32597, -0.28517], [2.22142, -1.64988, -0.05653], [1.24334, -2.06935, 1.36397], [-1.27095, 0.93694, 1.38177], [-0.77832, -0.33877, 0.88268], [-0.74696, -0.08509, -1.45413], [-1.30485, 0.64425, -2.26652], [-1.48140, -1.05966, 0.74440], [-0.96715, -1.16354, -1.42620], [-1.97817, 1.39213, 0.68188], [-0.47308, 1.66472, 1.54380], [-1.76725, 0.78312, 2.34328]], "homo_lumo_gap_ev": 8.9, "smiles": "CNN(C)N(N)C=O"}



Entry 2:
{"formula": "C13H18Br2FPtS3", "method": "ωB97M-V/def2-TZVPD", "species": ["Pt", "C", "C", "S", "C", "C", "S", "C", "C", "S", "H", "H", "H", "H", "H", "H", "H", "H", "H", "H", "H", "H", "Br", "C", "Br", "H", "H", "F", "C", "C", "C", "C", "C", "C", "H", "H", "H", "H"], "coordinates": [[-0.10305, -0.08457, 0.02254], [0.80170, 1.61176, 2.52847], [2.11891, 1.60066, 1.76600], [2.14456, 0.07352, 0.62998], [2.89148, 0.79085, -0.86748], [2.10769, 1.90327, -1.53413], [0.31668, 1.52412, -1.67336], [-0.61562, 2.95558, -1.00842], [-0.37945, 3.31299, 0.44102], [-0.65371, 1.82712, 1.44932], [0.73110, 2.50039, 3.15943], [0.53889, 0.71545, 3.07327], [2.99297, 1.35037, 2.37667], [2.21321, 2.39439, 1.10129], [2.90994, -0.16041, -1.45682], [3.87288, 1.03274, -0.53019], [2.51073, 2.00231, -2.54985], [2.26710, 2.88794, -1.02218], [-1.64447, 2.71694, -1.27526], [-0.40128, 3.82976, -1.64363], [-1.21161, 3.97715, 0.74194], [0.56516, 3.82692, 0.61881], [0.85675, -2.39055, -2.63909], [-0.61253, -1.82726, -3.69877], [-2.08360, -1.06269, -2.65594], [-1.00717, -2.64785, -4.25111], [-0.40788, -0.97520, -4.37187], [-2.94355, -4.86651, 2.38537], [-2.41329, -3.91125, 1.73626], [-3.17808, -2.74669, 1.35468], [-2.56510, -1.76224, 0.63053], [-1.13611, -1.82955, 0.54925], [-0.39716, -3.01209, 0.86018], [-1.00334, -4.04050, 1.43216], [-4.26856, -2.73494, 1.51859], [-3.08258, -0.87146, 0.27145], [0.67478, -3.07915, 0.62085], [-0.40640, -4.83130, 1.91002]], "homo_lumo_gap_ev": [7.8, 3.1], "multiplicity": 5, "s2": 6.03, "total_charge": 3}



Entry 3:
{"formula": "C6H22BNaO6", "method": "ωB97M-V/def2-TZVPD", "species": ["Na", "B", "H", "H", "H", "H", "C", "C", "O", "O", "H", "H", "H", "H", "H", "H", "C", "C", "O", "O", "H", "H", "H", "H", "H", "H", "C", "C", "O", "O", "H", "H", "H", "H", "H", "H"], "coordinates": [[0.78067, -0.05923, -0.14764], [2.61084, 1.98672, -0.54972], [2.04557, 2.46771, -1.33289], [2.79762, 0.94054, -0.73637], [3.52676, 2.51915, -0.34512], [1.96354, 1.97857, 0.31353], [-1.72517, 1.16976, 2.35709], [-0.80824, 2.14292, 3.16704], [-1.46574, 3.25270, 3.72528], [-0.87662, 0.28444, 1.65177], [-2.46484, 1.63004, 1.70200], [-2.44010, 0.60766, 2.95792], [-0.06771, 2.62468, 2.52859], [-0.19102, 1.64965, 3.91791], [-0.74383, 3.70175, 4.17114], [-1.37512, -0.30947, 1.08576], [-2.23597, -0.90303, -1.46226], [-2.32885, 0.57307, -1.41673], [-1.00049, 1.07666, -1.29910], [-1.78167, -1.44416, -0.21715], [-1.60027, -1.29278, -2.25730], [-3.18883, -1.39834, -1.64887], [-2.93320, 0.91726, -0.57745], [-2.90156, 0.98839, -2.24596], [-0.99049, 1.96907, -1.65281], [-1.54297, -2.35028, -0.42585], [1.68075, -2.51156, -1.84235], [2.33188, -2.69279, -0.50764], [1.54601, -2.32642, 0.52181], [1.72797, -1.12876, -2.14125], [0.65568, -2.88066, -1.80925], [2.22060, -3.06428, -2.61123], [3.30397, -2.24530, -0.30051], [2.50378, -3.76818, -0.46193], [1.18361, -3.08644, 0.98294], [1.78344, -1.01907, -3.09336]], "homo_lumo_gap_ev": [9.8, 4.4], "multiplicity": 2, "s2": 0.75, "total_charge": 1}



Entry 4:
{"formula": "C6H12O", "method": "ωB97M-V/def2-TZVPD", "species": ["C", "C", "C", "O", "C", "C", "C", "H", "H", "H", "H", "H", "H", "H", "H", "H", "H", "H", "H"], "coordinates": [[-2.26634, 0.65865, -0.01382], [-1.17095, -0.27673, 0.50416], [-0.41315, -0.91053, -0.64338], [0.77485, -1.42948, -0.07523], [1.36080, -0.21472, 0.39605], [2.25109, 0.22241, -0.83306], [0.06120, 0.36171, 1.21080], [-2.86523, 0.14641, -0.78023], [-1.83293, 1.54895, -0.48400], [-2.95941, 0.98943, 0.76749], [-1.62672, -1.06121, 1.12387], [-0.92496, -1.67056, -1.23203], [-0.12424, -0.04309, -1.25715], [2.08934, -0.41617, 1.18042], [3.08558, -0.49882, -0.83697], [2.70402, 1.21676, -0.83066], [1.77235, 0.07168, -1.81094], [-0.09902, 1.42745, 1.42636], [0.18373, -0.12215, 2.18833]], "homo_lumo_gap_ev": 10.8, "smiles": "C[C@H]1CO[C@@H](C)C1"}



Entry 5:
{"formula": "C8H14NO2", "method": "ωB97M-V/def2-TZVPD", "species": ["C", "C", "C", "C", "C", "C", "C", "C", "N", "O", "O", "H", "H", "H", "H", "H", "H", "H", "H", "H", "H", "H", "H", "H", "H"], "coordinates": [[-0.37190, 1.73439, -1.36090], [-0.36917, -0.62909, 1.09394], [-1.43653, 0.53169, -1.16473], [-0.27702, -0.38705, -0.43023], [0.43727, 0.95517, -0.33259], [0.66326, 1.07868, 1.05391], [0.22046, -1.65335, 1.89540], [0.09776, -1.57690, -1.25612], [1.85716, 0.79581, 0.17588], [-1.99293, 0.05698, -2.24621], [0.70181, 2.07068, 1.91787], [0.15868, 1.61550, -2.19838], [-0.68036, 2.70042, -0.95063], [-1.25706, -0.07452, 1.52740], [-2.13203, 0.83711, -0.36589], [-0.56686, -2.45642, 2.10063], [0.51913, -1.28984, 2.87572], [1.01849, -2.09747, 1.45115], [0.81608, -2.34554, -0.79720], [0.41785, -1.02519, -2.22850], [-0.73004, -2.23203, -1.35381], [2.29302, -0.12058, 0.16602], [2.46528, 1.52048, 0.04379], [-2.92630, 0.19502, -2.30531], [1.07396, 1.79603, 2.68881]], "homo_lumo_gap_ev": 9.8, "total_charge": 1}



Entry 6:
{"formula": "C7H14Cl2FP", "method": "ωB97M-V/def2-TZVPD", "species": ["C", "C", "P", "C", "C", "C", "F", "H", "H", "H", "H", "H", "H", "H", "H", "H", "H", "Cl", "C", "C", "Cl", "H", "H", "H", "H"], "coordinates": [[5.08760, 1.65474, -1.26305], [4.04634, 1.06984, -1.44204], [2.31571, 0.33173, -1.70722], [0.53534, -0.30483, -1.94228], [-0.45571, 0.51133, -1.11658], [-1.61918, 1.08629, -1.90481], [-0.96986, -0.29843, -0.09469], [5.94514, 2.27929, -1.17240], [2.08846, 1.36653, -2.64380], [2.10446, 0.48692, -0.31454], [2.89512, -0.85702, -2.19164], [0.27809, -0.22664, -3.00386], [0.46940, -1.36396, -1.68632], [0.06009, 1.34903, -0.62933], [-1.24404, 1.88113, -2.55194], [-2.12718, 0.32432, -2.49076], [-2.31060, 1.55435, -1.20262], [-2.04832, -3.43894, 3.70773], [-2.71860, -1.78763, 3.66447], [-1.75077, -0.79560, 3.07241], [-0.33846, -0.52426, 4.12738], [-2.99533, -1.51566, 4.67991], [-3.61877, -1.82589, 3.05327], [-2.24417, 0.16689, 2.94841], [-1.38474, -1.12353, 2.10431]], "homo_lumo_gap_ev": 10.1, "smiles": "C#C[PH3]C[C@@H](C)F.ClCCCl"}



Entry 7:
{"formula": "C4H12", "method": "ωB97M-V/def2-TZVPD", "species": ["C", "C", "H", "H", "H", "H", "H", "H", "C", "C", "H", "H", "H", "H", "H", "H"], "coordinates": [[1.46808, 1.96455, 1.21742], [0.92097, 2.85658, 0.07097], [0.64564, 1.14851, 1.32945], [2.51947, 1.80404, 1.04679], [1.11638, 2.38687, 2.15472], [-0.10193, 2.47403, -0.35925], [1.62840, 2.86861, -0.86904], [0.72855, 3.97963, 0.30782], [-1.83865, -2.40007, -0.56935], [-0.29001, -2.37918, -0.58418], [-2.35666, -1.52017, -0.84119], [-2.14040, -3.12119, -1.34512], [-2.26924, -2.84840, 0.37548], [-0.04701, -3.37923, -0.46645], [0.05818, -1.66490, 0.12263], [-0.04177, -2.16969, -1.59071]], "homo_lumo_gap_ev": [11.0, 2.8], "multiplicity": 2, "s2": 0.75, "total_charge": 1}



Entry 8:
{"formula": "C3HCoFO2", "method": "ωB97M-V/def2-TZVPD", "species": ["H", "O", "O", "C", "C", "C", "F", "Co"], "coordinates": [[0.28119, 1.43817, 1.68645], [-1.13989, 0.04033, 0.42328], [0.94954, -0.39627, -0.10216], [-0.44202, 1.22135, 0.62950], [0.86761, 0.91395, 0.30159], [-0.33343, -0.88028, -0.17063], [1.69727, 1.72165, -0.36180], [-0.86238, -2.59626, -0.80513]], "homo_lumo_gap_ev": [5.9, 8.9], "multiplicity": 6, "s2": 8.76, "total_charge": 2}



| no. | electronic energy (a.u.) | largest force on an atom (hartree/bohr) |
| --- | --- | --- |
| 1 | -414.4084 | 0.0789 |
| 2 | -7066.6684 | 0.0680 |
| 3 | -879.9573 | 0.1054 |
| 4 | -311.0035 | 0.0149 |
| 5 | -518.0188 | 0.1260 |
| 6 | -1636.5627 | 0.0125 |
| 7 | -159.1159 | 0.0993 |
| 8 | -1746.9038 | 0.1533 |